The following is a DFT calculation (ωB97M-V with the def2-TZVPD basis set) of 2 unconnected molecules or ions with the total composition CH3NO3 in a non-equilibrium geometry.

Relative energy (zero: lowest compared OMol25 entry of this formula, charge and spin) (kcal/mol): 36.8
Frontier orbital gap (hartree): 0.38800
Highest occupied orbital energy (eV): -10.13
SMILES: O=C=NO.O
F_max (eV Å⁻¹): 4.27

Last column: natural (NBO) charge in e.
Geometry (Å):
O 2.605 -0.495 -1.042  -0.514
O 0.303 -0.452 1.663  -0.504
O -1.594 0.629 -0.565  -0.954
N 0.851 -0.197 0.447  -0.271
C 1.805 -0.441 -0.209  0.793
H -0.937 1.049 -1.031  0.477
H -2.495 0.871 -0.854  0.478
H -0.537 -0.966 1.590  0.495